Density functional theory data (the ωB97M-V functional and the def2-TZVPD basis) for C34H49N6O4SSbSe4Ti as an isolated structure.

```
100
Properties=species:S:1:pos:R:3:mulliken_charge:R:1
Ti 0.36789 -0.44579 0.40198 0.5587
C -1.78233 3.15652 0.71204 -2.4314
C -1.68721 2.48734 -0.64012 1.2810
C -2.75486 1.73549 -1.14008 1.5340
C -4.06306 1.65297 -0.40680 -2.1648
C -2.63520 1.11523 -2.39193 1.5117
C -3.73584 0.22739 -2.89945 -2.0942
C -1.46682 1.25155 -3.14206 1.2923
C -1.40491 0.60011 -4.50347 -2.6245
C -0.41057 2.03265 -2.65910 1.3433
C 0.87062 2.20324 -3.44243 -2.1020
C -0.54802 2.69022 -1.43264 1.5018
C 0.46420 3.74367 -1.03732 -3.1296
H -0.79738 3.35788 1.13489 0.2415
H -2.30313 2.51267 1.41553 0.1654
H -2.32013 4.10976 0.65955 0.4517
H -4.85962 2.07524 -1.02696 0.5407
H -4.04913 2.19501 0.53166 0.3952
H -4.34509 0.62248 -0.19233 -0.0984
H -4.70486 0.47593 -2.48017 0.4536
H -3.55113 -0.80587 -2.59387 0.1789
H -3.81241 0.24728 -3.98690 0.4207
H -1.56919 -0.47774 -4.44196 0.3285
H -0.45613 0.76935 -5.00620 0.4001
H -2.19000 0.99189 -5.15485 0.5228
H 0.81442 3.00455 -4.18735 0.4505
H 1.14419 1.28947 -3.96722 0.3391
H 1.69627 2.44101 -2.77690 -0.1431
H 0.00009 4.52599 -0.43816 0.4934
H 0.88638 4.22760 -1.91870 0.4460
H 1.29721 3.32851 -0.46441 0.4352
C 0.41000 -3.27258 2.14584 -1.0966
C 1.10667 -2.12963 1.49244 1.3579
O 2.33027 -2.00421 1.71555 -0.8188
H 0.11172 -4.00580 1.38604 0.2334
H -0.53687 -2.95751 2.59714 -0.0632
H 1.06453 -3.74128 2.88671 0.2772
O -2.66332 0.24148 2.10630 -0.0242
C -1.51004 0.08470 2.79681 -2.2012
O -0.38279 0.14698 2.14936 1.7974
C -1.49985 -0.07317 4.26912 0.6159
N -2.86097 -0.30115 4.75041 -0.0354
C -3.02193 0.31992 6.04290 -0.8163
C -2.27982 1.63701 5.84940 -0.6381
C -1.03129 1.18646 5.08267 -0.2899
H -0.81373 -0.90745 4.50223 -0.0061
H -3.14247 -1.27387 4.65889 -0.1776
H -3.37637 -0.04671 2.70805 0.3688
H -2.55035 -0.24859 6.86474 0.3198
H -4.08006 0.44438 6.28129 0.3986
H -2.04672 2.14019 6.78885 0.4268
H -2.88258 2.30613 5.23338 0.2436
H -0.24368 0.90776 5.78990 0.2812
H -0.63591 1.95193 4.41305 -0.1322
C 3.88562 -0.82837 -0.56886 -0.8226
C 2.85395 -1.01777 -1.62635 0.2086
N 1.55725 -0.97140 -1.45455 1.1676
C 0.97755 -1.27289 -2.67204 -0.6686
C 1.94007 -1.48827 -3.59288 -1.0901
N 3.15158 -1.31228 -2.92514 0.2625
C 4.45538 -1.51703 -3.46822 -1.0120
N 4.91345 -0.35893 -4.24250 0.7680
N 5.66501 -0.58375 -5.34145 -0.8247
N 6.21413 0.51210 -5.74558 -0.5766
C 5.83341 1.51966 -4.85882 0.4521
C 6.16672 2.88546 -4.84932 -0.8139
C 5.63787 3.65168 -3.84666 -0.6229
C 4.76906 3.08442 -2.87071 -0.7715
C 4.43363 1.75434 -2.86649 0.4345
C 5.01299 0.96351 -3.88485 0.8759
H 3.48469 -0.14696 0.17948 -0.6423
H 4.81323 -0.42316 -0.97206 0.6440
H 4.08193 -1.77361 -0.05924 0.4285
H -0.09580 -1.33119 -2.74321 0.3981
H 1.90010 -1.72359 -4.63903 0.4885
H 4.47099 -2.35330 -4.16836 0.4081
H 5.15747 -1.72050 -2.65714 0.4203
H 6.81492 3.30039 -5.60760 0.3983
H 5.87108 4.70687 -3.79239 0.3792
H 4.34398 3.73168 -2.11347 0.3903
H 3.74153 1.35272 -2.14308 -0.1129
Se -5.49311 -1.91608 -0.02854 -0.7546
Sb -3.43905 -3.03909 0.70066 0.7203
Se -1.43705 -1.68917 -0.31678 -0.5334
Se -2.96471 -5.15272 -0.41641 -0.8102
Se -3.20718 -3.11132 3.17384 -0.7825
O 1.72633 1.20108 0.70506 -0.9079
S 1.52203 1.89493 2.09528 0.5810
C 2.92695 3.02985 2.09759 -1.0222
C 4.12744 2.22832 2.58365 -0.3397
C 3.59648 1.42273 3.77053 -0.9359
C 2.28664 0.79061 3.30038 0.4900
H 2.66747 3.82729 2.79852 0.4779
H 3.01697 3.44793 1.09695 0.2492
H 4.97512 2.86463 2.84403 0.4796
H 4.45107 1.54747 1.79317 0.0546
H 3.42063 2.08791 4.62077 0.3528
H 4.29605 0.65055 4.09250 0.4006
H 1.54928 0.61054 4.08040 -0.0798
H 2.43194 -0.14717 2.75166 -0.3252
```

Properties
LUMO energy (alpha / beta) (Ha): 0.116 / 0.113
Total energy (a.u.): -13048.21272
Expectation value of S²: 2.023
Multiplicity: 3
Net charge: -2
Gap between HOMO and LUMO (alpha / beta) (eV): 2.6 / 4.0
Energy relative to the best compared isomer or geometry (same formula, charge and spin) (kJ/mol): 62.03


Density functional theory data (the ωB97M-V functional and the def2-TZVPD basis) for C24H51KN4OP as an isolated structure.

```
82
Properties=species:S:1:pos:R:3:mulliken_charge:R:1
K 0.09344 -0.22746 0.09385 1.0521
N -1.97111 -0.17684 -1.78725 0.0249
C -1.64041 0.76321 -2.86165 -1.1974
C -0.18507 1.20220 -2.79129 -0.9222
N 0.24134 1.77782 -1.51517 0.5833
C -0.56924 2.93919 -1.13097 -0.9817
C -1.67511 2.59867 -0.13546 -0.5905
N -1.10346 2.08394 1.11917 -0.4954
C 1.67135 2.09868 -1.58896 -0.7991
C 2.60244 0.89860 -1.42514 -0.6129
N 2.67356 0.48181 -0.01952 -0.5343
H -1.39112 -1.00245 -1.88245 -0.7201
H -2.93408 -0.47617 -1.88998 0.3124
H -2.30428 1.62582 -2.78345 0.4678
H -1.78996 0.33925 -3.86161 0.5208
H -0.01488 1.91721 -3.61286 0.3367
H 0.44389 0.32896 -2.99106 0.4115
H -1.01290 3.42023 -2.01238 0.2894
H 0.07737 3.68178 -0.65838 0.5040
H -2.32265 1.82484 -0.53969 0.2855
H -2.27773 3.50261 0.01435 0.4270
H -1.86121 1.88562 1.76429 0.2289
H -0.55991 2.82046 1.55960 0.2289
H 1.90974 2.79398 -0.78199 0.4455
H 1.90266 2.60369 -2.53946 0.3159
H 3.57916 1.18336 -1.83039 0.4825
H 2.24905 0.04814 -2.01305 0.2483
H 3.16554 1.19095 0.51320 0.2364
H 3.23627 -0.35987 0.05448 0.2050
O 0.65039 -2.39032 -0.17781 -0.6578
P -0.12367 -3.67522 -0.22504 -0.3832
C -1.16424 -3.68721 -1.75656 0.5144
C -1.90840 -4.97855 -2.11947 -0.6034
C -2.54682 -4.82473 -3.50178 -1.0230
C -1.48281 -4.66425 -4.60748 -0.6324
C -0.12481 -4.25403 -4.02896 -1.1552
C -0.29527 -3.18758 -2.94833 -0.6211
C 1.01335 -5.11813 -0.40043 0.8205
C 2.37809 -4.82186 0.23507 -1.1135
C 2.37743 -5.04431 1.74597 -0.3619
C 1.92954 -6.46384 2.08567 -1.0944
C 0.53794 -6.74493 1.52262 -0.2746
C 0.47879 -6.49606 0.01394 -1.1662
C -1.18737 -3.73728 1.27964 0.4933
C -1.64531 -2.30642 1.62819 -0.6498
C -2.73250 -2.36159 2.69709 -1.1229
C -4.00944 -3.01765 2.13546 -0.9495
C -3.69028 -4.00836 1.00309 -0.7474
C -2.36887 -4.72740 1.26823 -1.1969
H -1.93739 -2.94133 -1.53317 0.6937
H -2.68788 -5.18352 -1.38461 0.3065
H -1.23113 -5.83470 -2.13280 0.1345
H -3.20570 -3.95169 -3.48131 0.3411
H -3.17592 -5.69078 -3.70763 0.4396
H -1.81341 -3.90827 -5.32275 0.3386
H -1.36934 -5.59473 -5.16508 0.3842
H 0.51746 -3.86856 -4.82174 0.4899
H 0.38096 -5.12962 -3.61496 0.2790
H -0.77394 -2.32259 -3.41994 0.2060
H 0.68352 -2.85449 -2.59714 0.4143
H 1.15273 -5.11543 -1.48981 0.1061
H 2.67085 -3.79647 0.00566 0.2845
H 3.11927 -5.48557 -0.22040 0.6091
H 1.70618 -4.31915 2.21900 0.1641
H 3.37710 -4.86076 2.14328 0.4525
H 1.93052 -6.61308 3.16692 0.4550
H 2.64400 -7.17505 1.65980 0.3510
H -0.19382 -6.11574 2.03646 -0.0807
H 0.25721 -7.78110 1.71957 0.4715
H -0.54383 -6.64070 -0.34120 0.2441
H 1.09734 -7.24892 -0.48384 0.5341
H -0.47501 -4.04053 2.05253 0.7905
H -2.04947 -1.79378 0.74570 0.2293
H -0.78833 -1.73261 1.98836 0.2065
H -2.95158 -1.35655 3.06007 0.4639
H -2.35789 -2.93415 3.54916 0.3955
H -4.69103 -2.25103 1.76206 0.3331
H -4.53252 -3.53673 2.93983 0.3783
H -3.63375 -3.47875 0.04642 0.0200
H -4.49414 -4.73944 0.91226 0.6190
H -2.21305 -5.51768 0.53294 0.5008
H -2.43450 -5.21809 2.24240 0.6163
```

Properties
LUMO energy (Ha): -0.073
Total energy (a.u.): -2180.55536
Net charge: +1
Gap between HOMO and LUMO (eV): 9.7
Energy relative to the best compared isomer or geometry (same formula, charge and spin) (kJ/mol): 24.67


Density functional theory data (the ωB97M-V functional and the def2-TZVPD basis) for a 2-piece molecular cluster, C4H14N2O overall.

```
21
Properties=species:S:1:pos:R:3:mulliken_charge:R:1
C 1.28882 -2.74109 -1.45035 -0.9665
N 0.44519 -1.58728 -1.46793 -0.3180
C 1.10553 -0.29831 -1.41883 -0.7240
C 0.58311 0.61502 -0.28194 -0.4819
N -0.50768 1.43106 -0.73337 -0.2450
C -1.50910 1.86273 0.22018 -0.8837
H 1.99191 -2.71146 -0.61841 0.3177
H 0.71854 -3.65448 -1.34098 0.3178
H 1.95030 -2.84992 -2.33208 0.3173
H -0.28430 -1.70421 -2.14788 0.2208
H 0.93723 0.26885 -2.32409 0.3376
H 2.16725 -0.45920 -1.24733 0.4609
H 1.44679 1.17846 0.07983 0.2701
H 0.17700 -0.01709 0.51507 0.3107
H -0.36684 2.07539 -1.49669 0.1742
H -2.43694 2.14094 -0.26320 0.3326
H -1.14832 2.59480 0.94880 0.2803
H -1.77326 0.97251 0.79306 0.2789
O -1.66253 1.35000 4.74204 -0.6357
H -1.02289 0.70857 4.39343 0.3178
H -2.09981 0.82471 5.43066 0.3180
```

Properties
LUMO energy (Ha): 0.032
Total energy (a.u.): -345.50479
Net charge: 0
Gap between HOMO and LUMO (eV): 8.9
Energy relative to the best compared isomer or geometry (same formula, charge and spin) (kJ/mol): 187.44